# 1
Computed, not measured: a molecular structure, C19H12ClIN3O2Pd, with the ωB97M-V functional and the def2-TZVPD basis.

**Net charge**: +1
**HOMO-LUMO gap (alpha / beta)**: 7.64 / 6.58 eV
**2S+1**: 3
**HOMO level (alpha / beta)**: -10.86 / -11.70 eV
**<S²>**: 2.041
**Energy relative to the best compared isomer or geometry (same formula, charge and spin)**: 0.0 kJ/mol

CARTESIAN COORDINATES (ANGSTROEM)
Pd  0.0099  0.0925  0.4656
Cl  -0.2796  -6.3700  3.8739
C  -0.6880  -4.9876  2.9562
C  -2.0119  -4.7925  2.6078
C  -2.4017  -3.6940  1.8592
I  -4.3578  -3.4274  1.3482
C  -1.4271  -2.7120  1.4151
O  -1.7211  -1.7417  0.7213
C  -0.0164  -2.9318  1.8362
N  0.8655  -1.9976  1.4525
C  2.1362  -2.1713  1.7736
C  2.6000  -3.2724  2.4975
C  1.7007  -4.2242  2.9091
C  0.3469  -4.0609  2.5760
H  -2.7443  -5.5203  2.9286
H  2.8258  -1.4029  1.4447
H  3.6528  -3.3586  2.7249
H  2.0223  -5.0860  3.4764
N  -0.0270  2.3869  0.2015
C  0.1460  3.0153  1.4788
C  0.5914  4.2958  1.6244
C  0.7092  4.8813  2.9063
C  0.3474  4.1829  4.0185
C  -0.0992  2.8431  3.9002
C  -0.4747  2.0576  5.0146
C  -0.8541  0.7612  4.8304
C  -0.8193  0.2273  3.5284
N  -0.4823  0.9221  2.4698
C  -0.1598  2.2430  2.6307
H  0.5183  2.8453  -0.5180
H  -1.0019  2.4232  -0.0843
H  0.8333  4.8795  0.7442
H  1.0641  5.8991  2.9887
H  0.4020  4.6338  5.0009
H  -0.4557  2.4977  6.0039
H  -1.1552  0.1354  5.6579
H  -1.0676  -0.8142  3.3639
O  0.1287  -1.1115  -2.3754
C  0.2982  -0.5550  -1.4119

# 2
Computed, not measured: 2 unconnected molecules or ions with the total composition C5H15NO, with the ωB97M-V functional and the def2-TZVPD basis.

**Net charge**: 0
**HOMO-LUMO gap**: 8.34 eV
**SMILES string**: CCN(C)CC.O
**HOMO level**: -7.61 eV
**Energy relative to the best compared isomer or geometry (same formula, charge and spin)**: 214.8 kJ/mol

CARTESIAN COORDINATES (ANGSTROEM)
C  -1.1234  1.3247  -2.1395
C  -0.1601  1.0276  -0.9275
N  -0.6879  0.4049  0.2089
C  -1.5798  -0.7418  0.0753
C  0.1665  0.1505  1.3848
C  1.3272  1.1488  1.5325
H  -0.7735  2.1059  -2.7577
H  -1.4610  0.4341  -2.7181
H  -1.9448  1.7256  -1.4942
H  0.7105  0.3493  -1.3064
H  0.3791  1.9013  -0.7197
H  -1.4224  -1.5164  0.8671
H  -1.4682  -1.2561  -0.8245
H  -2.6160  -0.4143  0.1213
H  0.3116  -0.9021  1.3318
H  -0.4280  0.2882  2.2371
H  1.9441  1.0779  0.6021
H  0.9851  2.1328  1.7414
H  1.9436  0.7645  2.3404
O  1.9828  -3.1582  -0.2294
H  1.1810  -3.3710  0.3335
H  2.7339  -3.4763  0.3409

# 3
Computed, not measured: C5H6ClNO3 in the gas phase, with the ωB97M-V functional and the def2-TZVPD basis.

**Net charge**: 0
**HOMO-LUMO gap (alpha / beta)**: 8.44 / 5.69 eV
**HOMO level (alpha / beta)**: -9.17 / -7.56 eV
**Energy relative to the best compared isomer or geometry (same formula, charge and spin)**: 205.4 kJ/mol

CARTESIAN COORDINATES (ANGSTROEM)
C  -0.6014  2.5664  -0.5868
C  0.1591  -1.1940  -0.2408
C  -0.4930  3.3698  0.5920
C  0.1571  0.1274  0.2969
C  0.7066  -3.5561  0.3578
N  -0.2487  1.1148  -0.4821
O  -0.9621  3.0023  -1.6807
O  -0.4121  -1.4107  -1.2815
O  0.6877  -2.1026  0.5861
Cl  -0.7335  5.0327  0.4117
H  0.1140  3.1743  1.3588
H  0.1629  0.4302  1.2859
H  -0.3183  -3.8215  0.3619
H  1.2382  -3.9507  1.1089
H  0.8970  -3.6903  -0.6592
H  -0.3534  0.9078  -1.4289

# 4
Computed, not measured: a molecular structure, C14H23F5N4O2PdS2Te2, with the ωB97M-V functional and the def2-TZVPD basis.

**Net charge**: -2
**HOMO-LUMO gap**: 5.76 eV
**HOMO level**: -1.28 eV
**Energy relative to the best compared isomer or geometry (same formula, charge and spin)**: 67.9 kJ/mol

CARTESIAN COORDINATES (ANGSTROEM)
Pd  -0.5148  0.8088  0.0065
C  -3.2869  -0.0543  -1.4626
N  -3.4680  0.8599  -0.3452
C  -3.9826  2.1490  -0.8203
C  -2.5258  0.8389  0.6895
S  -1.8680  -0.6763  1.2077
N  -2.7839  1.8500  1.6760
C  -1.8210  1.9235  2.7628
C  -4.1213  1.7104  2.2459
H  -4.2559  -0.1782  -1.9566
H  -2.9388  -1.0192  -1.1153
H  -2.5681  0.3354  -2.1800
H  -3.5341  2.4088  -1.7775
H  -3.7388  2.9417  -0.1251
H  -5.0725  2.0755  -0.9400
H  -0.8103  1.7892  2.3996
H  -2.0062  1.1527  3.5219
H  -1.9050  2.9119  3.2267
H  -4.8918  1.7220  1.4821
H  -4.2965  2.5433  2.9319
H  -4.2057  0.7670  2.8120
F  -1.2833  2.5308  -1.0200
Te  0.6113  1.3101  -2.6748
F  -0.1570  -0.5048  -2.3938
F  0.7100  0.7148  -4.6458
F  1.8905  2.7484  -3.1503
F  2.1887  0.2554  -2.7630
O  1.2086  1.5684  -0.8310
N  1.5100  2.1793  2.2013
C  1.2801  3.1781  1.6612
N  0.9846  4.3622  1.1323
C  1.0097  4.6375  -0.3097
C  -0.3588  5.0847  -0.7691
O  -0.8565  6.1720  0.0437
C  -0.9981  5.7374  1.3829
C  0.3538  5.3764  1.9649
H  1.3039  3.7329  -0.8393
H  1.7483  5.4252  -0.4980
H  -1.0418  4.2312  -0.7242
H  -0.3098  5.4547  -1.7919
H  -1.6567  4.8598  1.4271
H  -1.4466  6.5601  1.9432
H  0.2567  4.9949  2.9798
H  0.9827  6.2748  1.9786
Te  1.6304  -0.4915  0.3972
C  1.0951  -1.7721  2.0509
C  1.1170  -1.4412  3.3797
C  0.6879  -2.4905  4.2497
C  0.3360  -3.6201  3.5671
S  0.5236  -3.3852  1.8792
H  1.4245  -0.4551  3.7102
H  0.6575  -2.4111  5.3310
H  -0.0328  -4.5575  3.9635

# 5
Computed, not measured: a molecular structure, C26H21AsF3GaNO2S4SbTe, with the ωB97M-V functional and the def2-TZVPD basis.

**Net charge**: -2
**HOMO-LUMO gap**: 5.99 eV
**HOMO level**: -2.00 eV
**Energy relative to the best compared isomer or geometry (same formula, charge and spin)**: 0.0 kJ/mol

CARTESIAN COORDINATES (ANGSTROEM)
Ga  8.8879  10.6854  13.0828
S  9.3057  13.6552  17.1058
As  9.9283  12.9078  15.1585
S  10.3490  10.7001  14.9820
S  8.1971  12.9249  13.7555
S  11.6648  13.9292  14.4237
N  10.7878  11.0039  11.9257
C  10.4367  11.6841  10.6736
C  8.8980  11.4892  10.3730
O  8.4144  11.8780  9.2875
O  8.1430  10.9610  11.2833
H  11.3899  11.5271  12.6069
H  11.2047  10.0865  11.7128
H  11.0533  11.3281  9.8275
H  10.7400  12.8011  10.7054
F  4.9589  17.5485  5.6476
C  5.5999  16.9183  6.6752
C  6.5984  17.5697  7.3947
C  7.2518  16.9186  8.4764
C  6.7650  15.6980  8.9412
C  5.8547  15.0101  8.1294
C  5.3433  15.5798  6.9573
Sb  7.3436  14.6538  10.7505
C  6.2598  16.0306  11.9302
C  6.3525  17.3945  11.7364
C  5.8959  18.3099  12.7201
C  5.4306  17.7518  13.9113
F  4.9867  18.5988  14.9293
C  5.2634  16.4108  14.1225
C  5.7172  15.5231  13.1027
C  9.3764  15.4187  10.8934
C  10.0477  15.8116  9.7158
C  11.3115  16.3445  9.7200
C  11.9057  16.5726  10.9579
F  13.2091  17.0598  10.9209
C  11.2799  16.1325  12.1390
C  10.0217  15.5690  12.0587
H  6.8201  18.5797  7.0830
H  8.0345  17.3589  9.0811
H  5.6612  13.9749  8.4185
H  4.5862  15.0712  6.3469
H  6.7711  17.7954  10.8344
H  5.8145  19.3946  12.5698
H  4.6990  16.0591  14.9740
H  5.5333  14.4824  13.3245
H  9.5372  15.7574  8.7151
H  11.8108  16.6619  8.7312
H  11.8233  16.2465  13.0905
H  9.5213  15.2807  12.9791
Te  7.1711  8.9679  14.0971
C  7.6996  8.6759  16.1925
C  8.0295  9.7215  17.0366
C  7.9710  9.4926  18.4269
C  7.6626  8.2409  18.9842
C  7.5160  7.1640  18.1545
C  7.5018  7.3899  16.7548
H  8.2810  10.7158  16.6758
H  8.1599  10.3164  19.0496
H  7.6207  8.1356  20.0409
H  7.6249  6.1251  18.4958
H  7.6042  6.5372  16.0902

# 6
Computed, not measured: 10 unconnected molecules or ions with the total composition C56H49Cl2N9O18, with the ωB97M-V functional and the def2-TZVPD basis.

**Net charge**: 0
**HOMO-LUMO gap**: 8.05 eV
**SMILES string**: O=[N+]([O-])c1ccccc1.O=[N+]([O-])c1ccccc1.O=[N+]([O-])c1ccccc1.O=[N+]([O-])c1ccccc1.O=[N+]([O-])c1ccccc1.O=[N+]([O-])c1ccccc1.O=[N+]([O-])c1ccccc1.O=[N+]([O-])c1ccccc1.O=[N+]([O-])c1ccccc1.ClCCCl
**HOMO level**: -9.50 eV
**Energy relative to the best compared isomer or geometry (same formula, charge and spin)**: 338.7 kJ/mol

CARTESIAN COORDINATES (ANGSTROEM)
O  -0.3069  -4.4964  0.4309
N  0.1495  -3.6485  1.1845
O  0.6463  -2.5894  0.7659
C  0.1963  -3.9490  2.6695
C  0.2449  -5.2549  3.1461
C  0.3340  -5.4493  4.4705
C  0.3256  -4.4467  5.4178
C  0.2922  -3.1648  4.9815
C  0.1833  -2.9250  3.6595
H  0.3592  -6.0928  2.4743
H  0.3931  -6.4444  4.8859
H  0.6418  -4.6089  6.4377
H  0.5469  -2.3165  5.5995
H  0.2386  -1.8996  3.3250
O  3.9166  -3.1603  6.8901
N  3.8587  -3.5911  5.7377
O  3.8123  -4.7774  5.4874
C  3.6792  -2.6804  4.5769
C  3.8193  -3.1599  3.2660
C  3.6841  -2.2809  2.1632
C  3.2711  -0.9742  2.3674
C  3.2032  -0.4615  3.6719
C  3.4529  -1.3104  4.7494
H  4.1305  -4.1872  3.1472
H  3.8894  -2.7155  1.1961
H  3.0765  -0.3624  1.4990
H  2.8109  0.5260  3.8653
H  3.3311  -0.8837  5.7340
O  -3.7537  -2.0437  -2.0041
N  -2.9277  -1.7892  -2.9280
O  -1.7729  -2.2546  -2.9792
C  -3.4321  -0.9625  -4.0371
C  -2.5727  -0.6321  -5.1097
C  -2.9468  0.1001  -6.2160
C  -4.2381  0.6661  -6.2007
C  -5.1548  0.3345  -5.1338
C  -4.7003  -0.4274  -4.0526
H  -1.5546  -0.9904  -5.0693
H  -2.2925  0.2314  -7.0652
H  -4.5849  1.3428  -6.9676
H  -6.2096  0.5592  -5.1912
H  -5.3878  -0.7223  -3.2737
O  -10.2720  2.4400  -0.3101
N  -9.7267  1.2967  -0.2908
O  -10.3413  0.2415  -0.2684
C  -8.2099  1.2410  -0.4930
C  -7.4639  0.1217  -0.1773
C  -6.0867  0.1266  -0.4702
C  -5.4533  1.2153  -1.0919
C  -6.1939  2.3043  -1.4160
C  -7.5335  2.2977  -1.1139
H  -8.0158  -0.6812  0.2886
H  -5.5656  -0.8144  -0.3736
H  -4.4005  1.2271  -1.3327
H  -5.7093  3.0972  -1.9663
H  -8.1496  3.1493  -1.3620
O  -0.5944  3.4949  -3.1357
N  -0.5621  4.1158  -2.0757
O  0.4158  4.1025  -1.2863
C  -1.6907  4.9393  -1.6506
C  -1.7256  5.5585  -0.3513
C  -2.9027  6.1906  0.1290
C  -3.9548  6.3412  -0.6740
C  -3.9880  5.7269  -1.9000
C  -2.8613  5.0221  -2.4432
H  -0.8226  5.4596  0.2328
H  -2.8500  6.4593  1.1738
H  -4.8649  6.7758  -0.2875
H  -4.8562  5.8249  -2.5348
H  -2.9838  4.5592  -3.4113
O  3.2750  -6.7668  -5.6129
N  2.7909  -5.7098  -6.0137
O  2.9768  -5.2458  -7.1599
C  2.1547  -4.8325  -4.9295
C  2.2613  -5.2315  -3.5017
C  1.8439  -4.3256  -2.5733
C  1.1470  -3.1560  -2.9024
C  1.0769  -2.7647  -4.2199
C  1.5099  -3.6393  -5.2499
H  2.6171  -6.1473  -3.0532
H  1.8404  -4.6181  -1.5337
H  0.7093  -2.6166  -2.0753
H  0.7239  -1.7629  -4.4155
H  1.5309  -3.3296  -6.2844
O  7.4497  0.2828  -0.6664
N  6.7067  -0.5990  -0.7921
O  6.1168  -1.0495  0.2193
C  6.4064  -1.1869  -2.0749
C  5.1492  -1.7716  -2.2984
C  4.9106  -2.4149  -3.5285
C  5.9724  -2.5515  -4.4791
C  7.1750  -1.8888  -4.2896
C  7.3415  -1.2706  -3.0627
H  4.4002  -1.8942  -1.5301
H  3.9901  -2.9336  -3.7521
H  5.8820  -3.2682  -5.2820
H  7.9992  -1.9479  -4.9851
H  8.3067  -0.8397  -2.8407
O  -0.1084  0.3732  2.7957
N  -0.2182  0.8900  3.9308
O  0.2908  0.4911  4.9147
C  -1.1201  2.0166  4.1417
C  -1.4367  2.4733  5.4204
C  -2.3370  3.5235  5.5196
C  -2.8371  4.1585  4.3789
C  -2.5524  3.6292  3.0701
C  -1.6981  2.5709  2.9632
H  -0.9269  2.0655  6.2808
H  -2.6120  3.9907  6.4537
H  -3.4918  5.0161  4.3326
H  -2.9763  4.0553  2.1729
H  -1.5367  2.1261  1.9924
O  5.4426  1.4170  2.1534
N  4.6255  1.9667  1.4982
O  4.4905  1.7964  0.2774
C  3.6080  2.7740  2.2003
C  3.8213  2.9465  3.6040
C  2.7835  3.4495  4.3207
C  1.6576  4.0079  3.6669
C  1.5457  4.0143  2.3014
C  2.4811  3.3003  1.5586
H  4.7317  2.6623  4.1107
H  2.8283  3.4083  5.3990
H  0.8212  4.4430  4.1936
H  0.5854  4.3398  1.9294
H  2.1490  3.1839  0.5375
Cl  2.2638  -0.2222  -1.2467
C  0.9386  0.4187  -0.2838
C  -0.3312  0.6118  -1.2290
Cl  -1.6294  1.5502  -0.4908
H  1.2348  1.4065  0.0692
H  0.7721  -0.2294  0.5766
H  -0.7754  -0.3331  -1.5420
H  -0.0376  1.2476  -2.0642